Record 1
DFT (ωB97M-V/def2-TZVPD) results for a molecular structure, C20H14I2N3O5SbSe4Ta at a distorted geometry.

Cartesian coordinates (Å):
Ta1 0.51 -0.46 0.94
O1 2.74 -0.47 -2.88
C1 2.00 -0.66 -1.94
O2 0.83 -0.20 -1.68
C2 2.38 -1.55 -0.75
C3 2.30 -2.95 -0.81
C4 2.03 -3.66 0.37
C5 1.82 -2.91 1.55
C6 2.25 -1.58 1.57
N1 2.49 -0.83 0.39
C7 1.76 -0.90 2.95
O3 2.28 -1.21 3.98
O4 0.44 -0.44 2.88
H1 2.27 -3.42 -1.78
H2 1.77 -4.71 0.34
H3 1.44 -3.33 2.47
I1 5.06 5.74 -1.17
C8 3.70 4.28 -0.57
C9 3.93 3.57 0.60
C10 2.99 2.63 0.97
I2 3.21 1.46 2.70
C11 1.84 2.36 0.20
O5 1.05 1.41 0.65
C12 1.61 3.10 -0.97
C13 0.43 2.89 -1.89
N2 -0.86 2.87 -1.22
C14 -1.27 4.11 -0.59
C15 -0.83 4.11 0.86
C16 0.18 4.93 1.35
C17 0.57 4.79 2.68
C18 -0.07 3.85 3.48
C19 -1.06 3.08 2.90
N3 -1.43 3.20 1.63
C20 2.56 4.05 -1.33
H4 4.81 3.74 1.21
H5 0.55 1.95 -2.42
H6 0.48 3.70 -2.64
H7 -1.59 2.51 -1.83
H8 -2.36 4.13 -0.60
H9 -0.87 4.99 -1.11
H10 0.67 5.64 0.71
H11 1.36 5.40 3.08
H12 0.21 3.73 4.52
H13 -1.59 2.30 3.44
H14 2.40 4.63 -2.22
Se1 -4.32 2.02 -2.57
Sb1 -3.89 1.03 -0.41
Se2 -1.65 -0.03 0.21
Se3 -0.69 -2.24 0.10
Se4 -5.83 -0.14 0.36

As for the total charge: -1. The calculation puts the energy above the lowest of the compared OMol25 structures with the same formula, charge and spin at 834.11 kJ/mol. The calculation puts the gap between HOMO and LUMO at 3.8 eV. Its lowest unoccupied orbital energy is -0.273 eV.

***

Record 2
DFT (ωB97M-V/def2-TZVPD) results for a molecular structure, C20H15BF4MoN2S4Se.

Cartesian coordinates (Å):
Mo1 0.83 0.66 0.99
S1 -0.58 -1.23 0.56
C1 -2.25 -0.67 0.63
C2 -3.28 -1.56 0.30
C3 -4.60 -1.17 0.38
C4 -4.94 0.12 0.79
C5 -3.93 1.01 1.12
C6 -2.60 0.62 1.02
S2 -1.33 1.78 1.43
C7 -1.42 2.85 -0.02
C8 -1.02 2.10 -1.25
C9 -1.59 2.40 -2.47
C10 -1.16 1.74 -3.60
C11 -0.17 0.79 -3.47
C12 0.35 0.51 -2.21
C13 1.38 -0.57 -2.08
S3 2.39 -0.36 -0.58
C14 2.50 -2.03 -0.01
C15 2.77 -3.11 -0.84
C16 2.92 -4.37 -0.27
C17 2.83 -4.52 1.11
C18 2.59 -3.43 1.93
C19 2.41 -2.17 1.37
S4 2.10 -0.74 2.37
N1 -0.08 1.15 -1.12
H1 -3.02 -2.57 -0.01
H2 -5.38 -1.87 0.12
H3 -5.98 0.42 0.86
H4 -4.17 2.01 1.46
H5 -0.72 3.67 0.17
H6 -2.43 3.25 -0.10
H7 -2.36 3.16 -2.52
H8 -1.58 1.96 -4.57
H9 0.23 0.26 -4.33
H10 2.04 -0.56 -2.94
H11 0.88 -1.53 -1.99
H12 2.86 -2.98 -1.91
H13 3.12 -5.22 -0.90
H14 2.96 -5.50 1.56
H15 2.51 -3.55 3.01
F1 3.28 2.07 3.56
B1 2.04 2.33 4.02
F2 1.64 1.64 5.12
F3 1.61 3.61 3.92
F4 1.03 1.59 2.80
Se1 2.03 2.97 0.39
C20 2.51 2.61 -1.35
N2 2.79 2.39 -2.45

As for the total charge: 0. The calculation puts the energy above the lowest of the compared OMol25 structures with the same formula, charge and spin at 41.57 kJ/mol. The calculation puts the gap between HOMO and LUMO (spin up / spin down) at 6.5 / 6.5 eV. Its lowest unoccupied orbital energy (spin up / spin down) is -1.387 / -1.447 eV.

***

Record 3
DFT (ωB97M-V/def2-TZVPD) results for a molecular structure, C20H15CeF2N5S2 at a distorted geometry.

Cartesian coordinates (Å):
Ce1 -0.14 0.99 0.53
F1 5.23 0.12 0.09
C1 4.30 1.05 0.16
C2 3.01 0.67 0.50
C3 2.05 1.67 0.54
C4 2.35 3.00 0.22
C5 3.66 3.30 -0.13
F2 4.02 4.53 -0.50
C6 4.66 2.36 -0.14
C7 1.27 3.99 0.24
C8 1.49 5.37 0.21
C9 0.38 6.20 0.13
C10 -0.91 5.66 0.11
C11 -1.03 4.29 0.21
N1 0.03 3.47 0.28
H1 2.83 -0.38 0.69
H2 5.70 2.59 -0.38
H3 2.49 5.77 0.17
H4 0.52 7.27 0.11
H5 -1.80 6.25 0.08
H6 -1.98 3.81 0.23
S1 -2.09 1.44 -1.07
C12 -2.41 -0.24 -0.70
N2 -3.20 -0.94 -1.53
C13 -3.66 -2.20 -1.17
C14 -3.17 -2.81 -0.10
C15 -2.02 -2.17 0.64
N3 -1.89 -0.76 0.39
H7 -3.58 -0.51 -2.35
H8 -4.44 -2.60 -1.81
H9 -3.58 -3.77 0.18
H10 -2.10 -2.31 1.70
C16 -1.58 -4.67 1.82
C17 -0.82 -4.28 0.63
C18 -0.11 -5.20 -0.11
C19 0.46 -4.79 -1.30
N4 0.63 -3.50 -1.57
C20 0.08 -2.61 -0.77
S2 0.69 -1.01 -0.98
N5 -0.80 -2.98 0.21
H11 -1.25 -5.67 2.12
H12 -2.67 -4.69 1.67
H13 -1.36 -3.95 2.61
H14 -0.07 -6.26 0.16
H15 0.82 -5.50 -2.04

As for the total charge: +2. The calculation puts the energy above the lowest of the compared OMol25 structures with the same formula, charge and spin at 40.64 kJ/mol. The calculation puts the gap between HOMO and LUMO (spin up / spin down) at 6.7 / 6.7 eV. Its lowest unoccupied orbital energy (spin up / spin down) is -7.599 / -7.614 eV.

***

Record 4
DFT (ωB97M-V/def2-TZVPD) results for a molecular structure, C20H15Cl2IrN3OS at a distorted geometry.

Cartesian coordinates (Å):
Ir1 -0.14 0.34 0.49
C1 3.93 -0.16 1.69
C2 2.45 -0.06 1.61
N1 1.79 -0.08 0.38
N2 2.36 -0.05 -0.80
C3 1.45 0.09 -1.78
O1 0.20 0.29 -1.48
C4 1.85 0.04 -3.18
C5 0.84 0.05 -4.16
C6 1.18 0.03 -5.50
C7 2.51 0.01 -5.88
C8 3.51 -0.01 -4.92
C9 3.19 0.01 -3.57
C10 1.59 0.06 2.70
C11 2.03 0.02 4.05
C12 1.12 0.04 5.07
C13 -0.25 0.11 4.77
C14 -0.65 0.19 3.46
N3 0.22 0.19 2.44
H1 4.35 -0.20 0.69
H2 4.23 -1.07 2.22
H3 4.35 0.69 2.22
H4 -0.19 0.07 -3.85
H5 0.40 0.04 -6.25
H6 2.77 0.00 -6.93
H7 4.55 -0.03 -5.22
H8 3.96 -0.01 -2.81
H9 3.09 -0.05 4.26
H10 1.45 0.00 6.10
H11 -1.00 0.10 5.56
H12 -1.69 0.27 3.20
Cl1 -1.97 -1.63 0.43
C15 -3.48 -0.78 0.45
C16 -4.64 -1.53 0.45
C17 -5.87 -0.89 0.45
C18 -5.94 0.50 0.46
C19 -4.78 1.25 0.45
Cl2 -4.91 2.96 0.47
C20 -3.50 0.63 0.45
S1 -2.10 1.63 0.44
H13 -4.57 -2.61 0.45
H14 -6.78 -1.47 0.45
H15 -6.89 1.01 0.46

As for the total charge: +1. The calculation puts the gap between HOMO and LUMO (spin up / spin down) at 7.0 / 5.7 eV. As for the spin multiplicity: 5. Its lowest unoccupied orbital energy (spin up / spin down) is -2.505 / -5.894 eV. The expectation value of S² is 6.047.

***

Record 5
DFT (ωB97M-V/def2-TZVPD) results for 3 unconnected molecules or ions with the total composition C20H15F21N3O4S at a distorted geometry.

Cartesian coordinates (Å):
O1 7.52 -0.40 -3.34
S1 6.73 -0.04 -2.23
O2 6.70 -1.06 -1.25
N1 5.13 0.35 -2.77
C1 4.76 0.67 -3.99
N2 3.46 0.92 -3.92
C2 3.03 0.76 -2.62
C3 1.63 0.98 -2.09
C4 1.20 2.28 -2.00
C5 -0.10 2.55 -1.55
C6 -0.83 1.41 -1.20
C7 -0.23 0.16 -1.32
N3 0.98 -0.15 -1.77
C8 4.08 0.39 -1.85
C9 7.32 1.55 -1.45
F1 6.67 1.69 -0.30
F2 6.91 2.53 -2.28
C10 8.87 1.61 -1.30
F3 9.15 2.85 -0.86
F4 9.29 0.73 -0.41
F5 9.48 1.48 -2.46
H1 5.46 0.69 -4.82
H2 2.90 1.20 -4.72
H3 1.87 3.10 -2.27
H4 -0.53 3.54 -1.47
H5 -1.85 1.49 -0.84
H6 -0.83 -0.70 -1.00
H7 4.11 0.17 -0.79
C11 -5.68 -2.67 -0.97
C12 -7.13 -2.43 -0.51
C13 -8.01 -1.54 -1.39
F6 -7.53 -0.29 -1.48
F7 -9.25 -1.46 -0.85
F8 -7.12 -1.98 0.76
F9 -7.73 -3.66 -0.47
O3 -4.66 -1.88 -0.36
C14 -4.34 -0.63 -0.87
C15 -4.60 0.48 0.15
F10 -5.89 0.52 0.51
F11 -4.29 1.69 -0.39
F12 -4.97 -0.43 -2.04
F13 -3.01 -0.66 -1.15
H8 -5.44 -3.69 -0.66
H9 -5.59 -2.68 -2.06
H10 -8.11 -1.96 -2.40
H11 -4.00 0.33 1.04
C16 -0.05 0.92 4.30
C17 0.73 -0.11 5.14
C18 1.72 -1.01 4.40
F14 1.11 -1.80 3.49
F15 2.32 -1.84 5.29
F16 -0.15 -0.85 5.85
F17 1.46 0.60 6.05
O4 -1.38 0.59 3.92
C19 -1.62 -0.14 2.77
C20 -2.30 -1.48 3.06
F18 -1.54 -2.24 3.86
F19 -2.49 -2.15 1.91
F20 -0.49 -0.28 2.06
F21 -2.46 0.61 2.00
H12 -0.17 1.79 4.95
H13 0.54 1.29 3.46
H14 2.49 -0.42 3.91
H15 -3.27 -1.32 3.55

As for the total charge: +1. The calculation puts the gap between HOMO and LUMO at 9.2 eV. Its lowest unoccupied orbital energy is -3.989 eV.

***

Record 6
DFT (ωB97M-V/def2-TZVPD) results for C20H15F2NO4 in the gas phase at a distorted geometry.

Cartesian coordinates (Å):
C1 -4.34 0.15 3.41
O1 -4.63 1.19 2.50
C2 -3.77 1.42 1.48
C3 -2.61 0.70 1.23
C4 -1.77 1.02 0.15
C5 -0.58 0.22 -0.04
C6 0.37 0.39 -0.98
C7 1.53 -0.47 -1.07
C8 2.50 -0.23 -2.07
C9 3.61 -1.03 -2.17
C10 4.59 -0.66 -3.22
O2 4.28 -0.10 -4.25
O3 5.87 -0.95 -2.94
C11 3.75 -2.12 -1.27
C12 4.80 -3.06 -1.29
C13 4.84 -4.09 -0.38
C14 3.83 -4.23 0.58
C15 2.79 -3.35 0.62
C16 2.71 -2.28 -0.30
N1 1.66 -1.46 -0.22
C17 -2.13 2.08 -0.68
C18 -3.28 2.80 -0.44
C19 -4.09 2.48 0.62
O4 -5.28 3.20 0.86
C20 -5.15 4.33 1.55
F1 -4.52 4.17 2.74
F2 -4.41 5.27 0.90
H1 -3.39 0.33 3.92
H2 -4.31 -0.82 2.91
H3 -5.15 0.16 4.14
H4 -2.33 -0.12 1.87
H5 -0.44 -0.60 0.65
H6 0.31 1.19 -1.71
H7 2.38 0.60 -2.76
H8 6.44 -0.64 -3.66
H9 5.59 -2.97 -2.02
H10 5.65 -4.80 -0.41
H11 3.88 -5.05 1.29
H12 1.99 -3.44 1.34
H13 -1.50 2.34 -1.52
H14 -3.55 3.63 -1.08
H15 -6.15 4.76 1.74

As for the total charge: 0. The SMILES is COc1cc(/C=C/c2cc(C(=O)O)c3ccccc3n2)ccc1OC(F)F. The calculation puts the gap between HOMO and LUMO at 7.4 eV. Its lowest unoccupied orbital energy is -0.700 eV.

***

Here are the calculated E numbers, same order: -321351.960, -146061.258, -68452.913, -66212.330, -101537.703, -36098.666 (eV).